Formula: C52H43F13N4O8P3RbS
Source: OMol25
Level of theory: wB97M-V/def2-TZVPD

Properties
- total charge = -2
- E_LUMO (eV) = 3.033
- strongest force on any atom (eV/Å) = 1.4

Last column: Mulliken charge in e.
Atoms and positions in Å:
Rb (-0.33205, -1.07029, 0.60772)  0.2029
O (-2.76524, 1.14983, -2.52642)  -0.7372
S (-1.86582, 0.30408, -1.81225)  0.8947
O (-1.70822, -1.02260, -2.89593)  -0.3085
O (-2.36100, -0.34398, -0.62407)  -0.5473
O (-0.50271, 0.78057, -1.70042)  -0.6680
O (1.15146, -1.16122, 2.60038)  -0.3870
H (1.04802, -2.01434, 2.14794)  0.3484
H (0.26473, -0.99300, 2.95928)  0.1103
O (0.64826, -1.77294, -1.66575)  0.6964
H (0.61469, -0.83735, -1.42616)  -0.4379
H (1.04441, -2.27555, -0.91153)  0.2489
C (-2.32058, 2.09659, 3.48872)  -1.5344
C (-1.82746, 1.82494, 2.09182)  0.8824
C (-2.61969, 2.41947, 0.95945)  -1.1004
O (-0.84137, 1.14668, 1.90592)  -0.1328
H (-2.08275, 3.13406, 3.74380)  0.3434
H (-1.83375, 1.42517, 4.19130)  0.3199
H (-3.40405, 1.98148, 3.54331)  0.4197
H (-3.09834, 3.35359, 1.25583)  0.5030
H (-3.40048, 1.70446, 0.68794)  0.3084
H (-1.99041, 2.56747, 0.08310)  0.0572
F (-4.03293, -1.83838, 1.40786)  -0.1509
C (-4.69852, -3.01769, 1.50080)  0.8228
C (-5.44634, -3.38739, 0.40463)  0.3820
F (-5.38386, -2.55726, -0.66716)  -0.4447
C (-6.25463, -4.52239, 0.35740)  0.2687
C (-6.23772, -5.22174, 1.57205)  0.1348
C (-5.46738, -4.85982, 2.66368)  0.0908
F (-5.50670, -5.67776, 3.73286)  -0.3816
C (-4.62206, -3.74764, 2.67942)  0.4143
C (-3.71566, -3.37911, 3.76038)  -0.1807
C (-2.59935, -2.58470, 3.48075)  0.1019
N (-1.69261, -1.91501, 3.19473)  -0.6300
C (-3.81447, -3.86180, 5.08295)  -0.1041
N (-3.86607, -4.20759, 6.18766)  -0.7551
F (-6.96262, -6.35088, 1.69583)  -0.3759
C (-7.00453, -4.91422, -0.82318)  0.2396
C (-7.95067, -5.96178, -0.83929)  0.0935
N (-8.74492, -6.80241, -0.91774)  -0.7857
C (-6.81123, -4.28203, -2.06789)  0.1528
N (-6.66668, -3.78242, -3.10615)  -0.8067
C (-3.20043, -3.12071, -3.46023)  -1.4501
P (-1.67680, -2.59109, -2.67922)  1.9725
C (-1.78744, -3.28542, -1.02274)  0.2731
C (-0.36569, -3.29288, -3.67103)  0.2966
C (0.01369, -2.65916, -4.84902)  -0.7566
C (1.04939, -3.18603, -5.60361)  -0.7730
C (1.70524, -4.33415, -5.17905)  -0.5153
C (1.32090, -4.96480, -4.00484)  -0.4318
C (0.28173, -4.44542, -3.24874)  -0.5047
H (-3.29174, -2.63962, -4.43394)  0.4878
H (-4.05280, -2.84371, -2.84235)  0.3168
H (-3.20258, -4.20395, -3.58717)  0.4478
H (-2.30312, -4.24010, -1.14391)  0.8633
H (-2.43778, -2.62340, -0.45252)  -0.6310
H (-0.84650, -3.44173, -0.48683)  -0.4422
H (-0.48102, -1.74611, -5.15661)  0.4769
H (1.35514, -2.69122, -6.51675)  0.4021
H (2.52748, -4.73216, -5.76033)  0.3849
H (1.84514, -5.84474, -3.65683)  0.4073
H (0.00375, -4.92197, -2.31987)  0.3715
C (1.09871, 3.53725, -0.27567)  -1.4476
P (1.59253, 1.82988, 0.25249)  1.1817
C (3.11235, 1.67901, -0.78390)  0.7545
C (4.41035, 2.02121, -0.41001)  -0.3532
C (5.46721, 1.85881, -1.29372)  -0.7095
C (5.24370, 1.36723, -2.57264)  -0.6521
C (3.95432, 1.04025, -2.96519)  -1.0013
C (2.90057, 1.18888, -2.07453)  -0.6138
C (2.27683, 2.06410, 1.93309)  0.5670
C (3.22098, 1.16620, 2.43251)  -0.7191
C (3.62699, 1.22514, 3.75486)  -0.6499
C (3.08422, 2.17308, 4.61241)  -0.7815
C (2.11727, 3.04698, 4.14024)  -1.1148
C (1.71281, 2.98347, 2.81409)  -0.7020
P (2.34101, 4.91090, -0.16019)  0.2549
C (1.76020, 5.97534, -1.54831)  0.5391
C (1.55040, 7.34683, -1.41345)  -0.6219
C (1.21505, 8.12812, -2.51144)  -0.6252
C (1.09393, 7.55568, -3.76825)  -0.4337
C (1.32902, 6.19602, -3.92218)  -0.6979
C (1.66770, 5.41868, -2.82609)  -0.4572
C (1.70759, 5.86946, 1.27473)  0.3558
C (0.36893, 6.23480, 1.42532)  0.0764
C (-0.05525, 6.92259, 2.55019)  -0.9538
C (0.85904, 7.26553, 3.54126)  -0.3752
C (2.19322, 6.92205, 3.39659)  -0.6093
C (2.61184, 6.22602, 2.26850)  -0.3631
H (0.15189, 3.81666, 0.19232)  0.3765
H (0.87592, 3.38834, -1.33510)  0.8561
H (4.59844, 2.42304, 0.57683)  0.3740
H (6.47080, 2.12148, -0.98162)  0.4149
H (6.07255, 1.23274, -3.25674)  0.3817
H (3.76704, 0.65083, -3.95816)  0.4786
H (1.89675, 0.91491, -2.38211)  0.3454
H (3.61797, 0.38744, 1.79281)  0.6148
H (4.34527, 0.50404, 4.12356)  0.4263
H (3.39633, 2.21304, 5.64874)  0.3732
H (1.66879, 3.77788, 4.80271)  0.4819
H (0.93615, 3.65641, 2.47268)  0.9224
H (1.64211, 7.81400, -0.44095)  0.3655
H (1.04359, 9.18959, -2.37919)  0.3721
H (0.82039, 8.16286, -4.62189)  0.3591
H (1.25146, 5.73717, -4.89977)  0.3990
H (1.86863, 4.36296, -2.97324)  0.4535
H (-0.34798, 5.98124, 0.65208)  0.4698
H (-1.09851, 7.19302, 2.65710)  0.4142
H (0.52648, 7.79642, 4.42460)  0.3736
H (2.90845, 7.18075, 4.16728)  0.3901
H (3.65017, 5.93362, 2.16559)  0.3205
F (2.12877, -4.03331, 3.01787)  -0.2094
C (3.00603, -4.05789, 2.01525)  0.1417
F (3.66139, -2.88746, 2.03331)  -0.2339
F (3.90157, -5.02767, 2.29593)  -0.2829
C (2.27679, -4.24901, 0.64360)  1.5383
O (1.33082, -3.32984, 0.48809)  -0.3669
C (1.62715, -5.67505, 0.62775)  0.2304
F (0.75269, -5.80662, 1.62488)  -0.2470
F (0.94055, -5.86061, -0.51668)  -0.1788
F (2.50240, -6.69392, 0.72823)  -0.2882
C (3.37998, -4.18915, -0.51680)  0.0818
F (3.14877, -3.14825, -1.31401)  -0.1354
F (3.38105, -5.28548, -1.30688)  -0.3010
F (4.64261, -4.06448, -0.06684)  -0.3231

Cartesian forces (eV/Å) of the 3 atoms listed first:
-0.8 0.0 1.1
0.1 0.0 0.0
-0.4 -0.1 -0.5